No. 1
Computed, not measured: a molecular structure, C3H12ClO3Ti, with the ωB97M-V functional and the def2-TZVPD basis.

## Properties
relative energy (zero: lowest compared OMol25 entry of this formula, charge and spin) = 0.883 eV
LUMO (alpha / beta) = -0.0086 / -0.0153 Ha
DFT total energy = -45082.16213 eV
spin multiplicity = 4
maximum force = 2.37 eV Å⁻¹

The geometry in XYZ format:
```
20
Properties=species:S:1:pos:R:3:nbo_charge:R:1
Ti 1.84 -2.35 -1.11 0.85
Cl 0.07 -0.41 -0.44 -0.83
C -1.82 0.82 2.57 -0.27
O -0.42 0.47 2.35 -0.76
H -2.62 0.28 2.06 0.17
H -2.01 0.94 3.63 0.18
H -1.92 1.83 2.16 0.16
H -0.37 0.13 1.46 0.48
C -2.94 0.85 -3.07 -0.24
O -1.61 0.50 -3.08 -0.76
H -2.98 1.92 -2.88 0.16
H -3.32 0.47 -4.02 0.17
H -3.46 0.45 -2.20 0.16
H -1.26 0.05 -2.31 0.50
C 3.59 -0.78 0.99 -0.29
O 3.89 -1.65 -0.09 -0.78
H 2.53 -0.56 1.12 0.22
H 3.79 -1.36 1.89 0.18
H 4.18 0.14 0.99 0.19
H 4.84 -1.76 -0.03 0.50
```

---

No. 2
Computed, not measured: a molecular structure, C3H12FN2O10V, with the ωB97M-V functional and the def2-TZVPD basis.

## Properties
LUMO (alpha / beta) = -0.0477 / -0.1893 Ha
DFT total energy = -55155.12864 eV
spin multiplicity = 3
maximum force = 5.59 eV Å⁻¹

The geometry in XYZ format:
```
29
Properties=species:S:1:pos:R:3:nbo_charge:R:1
O -1.50 0.17 0.59 -0.46
V -0.33 0.75 -0.33 1.62
N 0.91 -2.00 -1.90 0.72
O 0.64 -1.34 -0.92 -0.35
O 1.85 -2.77 -1.80 -0.22
O 0.26 -1.85 -2.91 -0.07
N 1.95 1.79 -2.44 0.74
O 1.42 1.65 -1.35 -0.61
O 1.53 1.20 -3.40 -0.44
O 2.91 2.57 -2.55 -0.48
F -1.49 0.56 -2.19 -0.69
C -2.18 3.48 -0.36 -0.25
O -0.95 2.87 -0.01 -0.71
H -2.19 3.76 -1.41 0.20
H -3.06 2.88 -0.11 0.21
H -2.32 4.38 0.23 0.18
H -0.38 3.59 0.26 0.51
C 1.23 -0.33 2.22 -0.27
O 1.09 0.75 1.38 -0.72
H 2.27 -0.48 2.50 0.18
H 0.67 -0.33 3.15 0.19
H 0.85 -1.27 1.82 0.22
H 1.67 1.44 1.70 0.52
C -0.53 -3.83 1.34 -0.26
O -1.34 -2.69 1.74 -0.74
H -0.19 -3.84 0.31 0.16
H 0.39 -3.99 1.90 0.18
H -1.20 -4.68 1.48 0.18
H -1.97 -2.46 1.06 0.48
```

---

No. 3
Computed, not measured: 2 unconnected molecules or ions with the total composition C3H12N2, with the ωB97M-V functional and the def2-TZVPD basis.

## Properties
relative energy (zero: lowest compared OMol25 entry of this formula, charge and spin) = 0.829 eV
LUMO = 0.0290 Ha
DFT total energy = -6284.76556 eV
maximum force = 2.30 eV Å⁻¹
SMILES = NCN.CC

The geometry in XYZ format:
```
17
Properties=species:S:1:pos:R:3:nbo_charge:R:1
C 2.33 -3.10 0.17 -0.62
C 3.24 -1.89 -0.09 -0.62
H 2.28 -3.73 -0.72 0.20
H 2.85 -3.67 0.95 0.21
H 1.27 -2.94 0.36 0.21
H 4.25 -1.98 0.31 0.21
H 2.83 -0.91 0.16 0.21
H 3.36 -1.80 -1.17 0.20
N -1.95 1.74 -1.02 -0.84
C -2.77 1.82 0.18 -0.04
N -3.21 3.20 0.46 -0.83
H -1.53 2.65 -1.10 0.35
H -1.33 0.96 -0.98 0.37
H -2.31 1.26 1.03 0.14
H -3.70 1.21 0.12 0.15
H -2.67 3.82 -0.12 0.34
H -2.96 3.37 1.44 0.36
```

---

No. 4
Computed, not measured: 2 unconnected molecules or ions with the total composition C3H12N2O, with the ωB97M-V functional and the def2-TZVPD basis.

## Properties
relative energy (zero: lowest compared OMol25 entry of this formula, charge and spin) = 0.793 eV
LUMO = 0.0311 Ha
DFT total energy = -8332.52905 eV
maximum force = 1.72 eV Å⁻¹
SMILES = CCO.NCN

The geometry in XYZ format:
```
18
Properties=species:S:1:pos:R:3:nbo_charge:R:1
C -1.55 -0.28 1.77 -0.07
O -0.47 -0.84 2.49 -0.72
C -2.35 -1.34 1.03 -0.64
H -1.27 0.55 1.10 0.17
H -2.19 0.18 2.52 0.17
H 0.28 -0.97 1.96 0.46
H -2.78 -0.90 0.12 0.20
H -3.18 -1.76 1.60 0.21
H -1.74 -2.16 0.64 0.21
N 0.76 1.64 -1.02 -0.84
C 1.53 0.38 -1.35 -0.06
N 2.16 0.34 -2.64 -0.85
H 1.31 2.33 -1.52 0.34
H -0.12 1.52 -1.50 0.34
H 0.83 -0.45 -1.27 0.17
H 2.26 0.29 -0.56 0.18
H 2.93 0.98 -2.66 0.35
H 1.61 0.49 -3.47 0.36
```

---

No. 5
Computed, not measured: 2 unconnected molecules or ions with the total composition C3H12N2O, with the ωB97M-V functional and the def2-TZVPD basis.

## Properties
relative energy (zero: lowest compared OMol25 entry of this formula, charge and spin) = 0.324 eV
LUMO = 0.0264 Ha
DFT total energy = -8332.99811 eV
maximum force = 0.84 eV Å⁻¹
SMILES = C[C@@H](N)CN.O

The geometry in XYZ format:
```
18
Properties=species:S:1:pos:R:3:nbo_charge:R:1
N 1.00 -0.07 2.08 -0.81
C 0.53 0.81 0.99 -0.05
C -0.65 0.17 0.26 -0.62
C 1.66 1.13 0.02 -0.22
N 2.77 1.77 0.69 -0.83
H 1.75 -0.64 1.68 0.35
H 0.27 -0.76 2.24 0.34
H 0.21 1.72 1.49 0.17
H -1.09 0.68 -0.59 0.21
H -1.42 0.04 1.00 0.21
H -0.33 -0.81 -0.10 0.20
H 2.06 0.17 -0.31 0.17
H 1.24 1.68 -0.84 0.17
H 2.45 2.56 1.25 0.36
H 3.48 2.08 0.04 0.36
H -4.04 -3.06 -3.47 0.47
H -5.38 -3.59 -3.04 0.47
O -4.53 -3.88 -3.38 -0.93
```

---

No. 6
Computed, not measured: 2 unconnected molecules or ions with the total composition C3H12N2O2, with the ωB97M-V functional and the def2-TZVPD basis.

## Properties
relative energy (zero: lowest compared OMol25 entry of this formula, charge and spin) = 3.722 eV
LUMO = 0.0186 Ha
DFT total energy = -10377.82780 eV
maximum force = 3.98 eV Å⁻¹
SMILES = C[C@H](N)O.CON

The geometry in XYZ format:
```
19
Properties=species:S:1:pos:R:3:nbo_charge:R:1
C -1.66 -0.62 -0.80 0.25
C -0.71 -1.77 -0.44 -0.69
N -1.21 0.21 -1.90 -0.85
O -1.94 0.18 0.31 -0.72
H -1.09 0.58 0.57 0.48
H -2.62 -1.07 -1.09 0.15
H -1.03 -0.35 -2.73 0.35
H -0.35 0.68 -1.63 0.35
H -0.56 -2.45 -1.28 0.20
H 0.32 -1.37 -0.16 0.24
H -1.08 -2.32 0.41 0.20
C 1.15 1.87 1.42 -0.26
N 1.77 -0.42 0.42 -0.47
O 0.75 0.84 0.56 -0.48
H 2.56 0.12 0.05 0.35
H 1.94 -0.61 1.40 0.35
H 1.03 1.61 2.48 0.17
H 2.20 2.13 1.26 0.17
H 0.54 2.76 1.18 0.21
```

---

Q: The highest maximum force belongs to which entry?
A: C3H12FN2O10V

---

Q: Look up the maximum force of the second one.
A: 5.59 eV Å⁻¹

---

What did the sixth record say?
Computed, not measured: 2 unconnected molecules or ions with the total composition C3H12N2O2, with the ωB97M-V functional and the def2-TZVPD basis.

## Properties
relative energy (zero: lowest compared OMol25 entry of this formula, charge and spin) = 3.722 eV
LUMO = 0.0186 Ha
DFT total energy = -10377.82780 eV
maximum force = 3.98 eV Å⁻¹
SMILES = C[C@H](N)O.CON

The geometry in XYZ format:
```
19
Properties=species:S:1:pos:R:3:nbo_charge:R:1
C -1.66 -0.62 -0.80 0.25
C -0.71 -1.77 -0.44 -0.69
N -1.21 0.21 -1.90 -0.85
O -1.94 0.18 0.31 -0.72
H -1.09 0.58 0.57 0.48
H -2.62 -1.07 -1.09 0.15
H -1.03 -0.35 -2.73 0.35
H -0.35 0.68 -1.63 0.35
H -0.56 -2.45 -1.28 0.20
H 0.32 -1.37 -0.16 0.24
H -1.08 -2.32 0.41 0.20
C 1.15 1.87 1.42 -0.26
N 1.77 -0.42 0.42 -0.47
O 0.75 0.84 0.56 -0.48
H 2.56 0.12 0.05 0.35
H 1.94 -0.61 1.40 0.35
H 1.03 1.61 2.48 0.17
H 2.20 2.13 1.26 0.17
H 0.54 2.76 1.18 0.21
```

---

Q: Look up the maximum force of the fourth one.
A: 1.72 eV Å⁻¹